1.
{"formula": "C17H30BBr2Cl8N4O2", "method": "ωB97M-V/def2-TZVPD", "species": ["Br", "Br", "Cl", "Cl", "Cl", "Cl", "Cl", "Cl", "Cl", "Cl", "O", "O", "N", "N", "N", "N", "C", "C", "C", "C", "C", "C", "C", "C", "C", "C", "C", "C", "C", "C", "C", "C", "C", "B", "H", "H", "H", "H", "H", "H", "H", "H", "H", "H", "H", "H", "H", "H", "H", "H", "H", "H", "H", "H", "H", "H", "H", "H", "H", "H", "H", "H", "H", "H"], "positions_angstrom": [[4.6052, -1.4037, 1.6137], [7.0486, -0.6827, -0.3265], [-1.4836, 0.9731, 1.6017], [-0.9124, 3.8900, -1.4273], [-2.3232, -2.1469, 0.3080], [-4.7533, 2.9144, 2.6422], [-5.6900, 5.3147, 0.4776], [0.7809, -2.0716, 1.6523], [-2.1909, -4.9096, 2.2442], [1.7710, -5.1167, 0.6460], [-0.7206, -1.1853, -2.7449], [2.7917, -2.1967, -1.0219], [2.6621, 0.2111, -0.7001], [2.6419, 1.7733, 0.8727], [0.5269, 2.7244, 0.4737], [1.5224, 0.9784, -0.8377], [-2.6902, -3.8231, -0.1973], [-3.3367, -4.6097, 0.9098], [-6.5185, 4.8831, 1.9992], [-1.7809, 2.0579, 0.3175], [0.5930, 0.6981, -1.9125], [-0.7425, 2.7828, -0.1195], [-5.5393, 4.4625, 3.0612], [-0.2888, -3.4055, 1.1126], [5.5204, 1.4730, -1.2514], [-3.1630, 2.1198, -0.2161], [1.5173, 1.8777, 0.1618], [3.3153, 0.7623, 0.3476], [5.8703, 0.7911, 0.0620], [-0.3725, -0.4487, -1.5995], [3.3893, -0.8662, -3.0772], [4.6325, 0.4021, 0.9416], [0.2674, -4.7404, 1.5248], [2.9866, -1.0114, -1.5922], [5.4016, 0.7505, -2.0487], [-4.7567, 5.2038, 3.1926], [4.0510, -1.6684, -3.3780], [0.0704, 1.6111, -2.1617], [0.1230, -1.1414, -0.9239], [-3.5722, 3.1037, -0.0169], [-0.8724, -0.6047, -3.4926], [0.7146, 3.3111, 1.2703], [-0.3897, -3.3302, 0.0323], [-7.2271, 4.0911, 1.7762], [-1.7586, -4.2860, -0.5105], [-0.4553, -5.5199, 1.2932], [2.3947, -2.0905, -0.1403], [-4.1987, -4.0910, 1.3185], [3.7951, 0.1003, -3.3496], [4.6533, 2.1189, -1.1613], [6.3527, 2.1030, -1.5404], [-1.2582, -0.0602, -1.0974], [-1.2604, -3.2374, 1.5748], [2.4781, -0.9987, -3.6616], [1.1719, 0.4254, -2.7863], [-3.6529, -5.5791, 0.5311], [6.4650, 1.4656, 0.6587], [-7.0642, 5.7634, 2.3314], [4.6948, 0.9829, 1.8473], [-6.0526, 4.3194, 4.0093], [-3.7819, 1.3649, 0.2440], [0.4863, -4.7671, 2.5883], [-3.1344, 1.9481, -1.2876], [-3.3538, -3.7600, -1.0568]], "forces_ev_per_angstrom": [[-0.3, -0.3, 0.2], [0.4, -0.1, -0.2], [0.0, -0.4, 0.5], [-0.1, 0.3, -0.2], [-2.7, 1.5, -1.3], [0.0, 0.0, 0.1], [0.0, 0.0, 0.0], [0.1, 0.2, 0.0], [-3.4, -1.2, 1.7], [0.3, 0.0, -0.1], [0.2, -0.2, -0.1], [-0.1, 0.4, 0.0], [0.5, 0.7, 0.8], [0.0, 0.2, 0.2], [0.2, 0.2, -0.1], [-0.1, 0.0, 0.0], [-0.3, 0.1, -0.3], [-0.2, 0.0, 0.0], [-0.1, 0.0, 0.0], [0.5, 0.4, -0.2], [-0.3, -0.3, -0.3], [-0.3, -0.4, 0.2], [0.0, 0.1, 0.0], [1.7, -0.5, 0.4], [0.4, 0.2, 0.0], [0.2, -0.1, -0.2], [0.1, -0.6, -0.3], [-0.6, -0.1, -0.1], [-0.4, -0.1, -0.1], [0.1, 0.2, 0.1], [-0.2, 0.2, 0.1], [0.5, -0.2, -0.3], [1.0, -0.2, -0.5], [-0.1, -0.3, -0.2], [-0.3, -0.1, -0.1], [0.0, 0.0, 0.0], [0.2, -0.1, -0.1], [0.0, 0.2, 0.0], [-0.1, -0.1, 0.1], [-0.2, 0.1, -0.1], [-0.2, 0.1, -0.1], [0.1, 0.1, 0.1], [0.7, 0.0, 0.3], [0.0, 0.0, 0.0], [-0.1, 0.0, -0.2], [1.0, 0.1, -0.3], [0.1, -0.6, 0.3], [0.0, 0.0, 0.0], [0.1, 0.1, -0.1], [-0.2, 0.1, 0.0], [0.2, 0.1, -0.1], [0.0, 0.0, 0.0], [1.8, 0.1, 0.1], [-0.1, -0.1, -0.2], [0.2, 0.0, -0.1], [0.0, 0.0, 0.0], [0.1, 0.1, 0.2], [0.0, 0.0, 0.0], [-0.1, 0.3, 0.1], [0.0, -0.1, 0.0], [-0.2, -0.1, 0.1], [0.0, -0.1, 0.1], [-0.1, 0.1, -0.2], [0.0, 0.0, 0.0]], "gap_ev": 9.565, "total_charge": 1}



2.
{"formula": "C17H30F3NO7", "method": "ωB97M-V/def2-TZVPD", "species": ["F", "F", "F", "O", "O", "O", "O", "O", "O", "O", "N", "C", "C", "C", "C", "C", "C", "C", "C", "C", "C", "C", "C", "C", "C", "C", "C", "C", "H", "H", "H", "H", "H", "H", "H", "H", "H", "H", "H", "H", "H", "H", "H", "H", "H", "H", "H", "H", "H", "H", "H", "H", "H", "H", "H", "H", "H", "H"], "positions_angstrom": [[-4.1224, 1.2352, -0.4277], [-2.9041, 0.6826, 1.2738], [-3.2113, -0.7253, -0.3329], [3.4570, -2.2983, -0.4369], [5.4349, -3.2076, -0.2067], [-0.7727, -0.5169, -2.3037], [1.0968, 0.7246, 3.7894], [2.6797, -0.7819, 3.7115], [-5.2174, 5.7889, -2.6319], [-6.6290, 7.4436, -2.9088], [-0.0736, -0.2649, -0.1239], [-0.8524, 1.9407, 0.1269], [0.4290, -1.4374, 4.5032], [6.4169, -4.1989, -0.5395], [-6.4329, 6.3514, -2.4522], [-2.9988, 0.5696, -0.0644], [4.2387, -3.1252, -0.8247], [-5.3299, 3.3559, -2.8823], [-7.5185, 5.5790, -1.7389], [7.2473, -3.7958, -1.7384], [0.0260, 0.8684, 0.8042], [-4.8524, 4.5293, -2.0551], [-0.8319, 0.0130, -1.2295], [3.9308, -4.0213, -1.9994], [-1.7791, 1.1416, -0.7963], [2.6981, -3.0423, 2.7995], [3.1716, -2.1170, 3.8999], [1.4215, -0.4129, 4.0068], [-0.2063, 2.5394, -0.5253], [7.0385, -4.2628, 0.3521], [0.8674, -2.2799, 5.0303], [-7.1643, 4.8391, -1.0278], [4.4681, -4.9645, -2.0089], [4.2529, -1.9982, 3.8656], [-8.1559, 6.2976, -1.2312], [-0.1171, -1.8168, 3.6384], [-2.1663, 1.7075, -1.6420], [-3.7636, 4.5589, -2.0281], [-0.2793, -0.9282, 5.1510], [7.7202, -2.8305, -1.5600], [-1.3566, 2.6211, 0.8128], [2.9138, -2.4854, 4.8943], [-5.1968, 4.4654, -1.0223], [6.6409, -3.7185, -2.6410], [-8.1184, 5.0706, -2.4948], [-4.9469, 3.4316, -3.8999], [0.7299, -0.8608, -0.2695], [3.1657, -4.0224, 2.9067], [-4.9737, 2.4244, -2.4422], [5.9458, -5.1725, -0.6763], [-0.2975, 0.6075, 1.8147], [4.1772, -3.4740, -2.9102], [-6.4183, 3.3137, -2.9298], [8.0277, -4.5366, -1.9159], [2.9536, -2.6307, 1.8253], [1.0588, 1.2174, 0.8797], [1.6172, -3.1805, 2.8343], [2.8609, -4.2099, -2.0018]], "forces_ev_per_angstrom": [[0.1, 0.0, 0.1], [0.0, -0.1, 0.0], [-0.1, 0.0, 0.0], [-0.1, 0.0, 0.0], [-0.1, 0.0, 0.0], [-0.1, -0.3, -0.5], [0.0, 0.0, 0.2], [0.1, 0.1, 0.1], [0.0, 0.0, 0.1], [0.0, 0.0, 0.0], [0.4, 0.2, -0.2], [0.1, 0.2, -0.2], [0.0, 0.0, 0.1], [0.0, 0.0, 0.0], [0.0, 0.0, -0.1], [0.0, 0.1, -0.1], [0.1, 0.0, -0.1], [0.0, 0.0, 0.0], [0.0, 0.0, 0.0], [0.0, 0.0, 0.0], [0.0, 0.1, 0.1], [0.0, 0.0, 0.0], [-0.1, 0.1, 0.7], [0.0, 0.0, 0.0], [-0.1, 0.1, 0.3], [-0.1, 0.0, 0.0], [0.0, 0.0, -0.1], [-0.1, 0.0, -0.3], [-0.1, 0.0, 0.1], [0.0, 0.0, 0.0], [0.0, 0.0, 0.0], [0.0, 0.0, 0.0], [0.0, 0.0, 0.0], [0.0, 0.0, 0.0], [0.0, 0.0, 0.0], [0.0, 0.0, 0.0], [0.2, -0.1, -0.1], [0.0, 0.0, 0.0], [0.0, 0.0, 0.0], [0.0, 0.0, 0.0], [0.0, -0.2, 0.0], [0.0, 0.0, 0.0], [0.0, 0.0, 0.0], [0.0, 0.0, 0.0], [0.0, 0.0, 0.0], [0.0, 0.0, 0.0], [0.0, -0.1, 0.1], [0.0, 0.0, 0.0], [0.0, 0.0, 0.0], [0.0, 0.0, 0.0], [-0.1, 0.0, -0.2], [0.0, 0.0, 0.0], [0.0, 0.0, 0.0], [0.0, 0.0, 0.0], [0.1, 0.0, 0.0], [-0.1, -0.1, 0.0], [0.0, -0.1, 0.0], [0.0, 0.0, 0.0]], "gap_ev": 10.210, "smiles": "O=C1NCC[C@@H]1C(F)(F)F.CCOC(C)=O.CCOC(C)=O.CCOC(C)=O"}



3.
{"formula": "C17H30FN3O6S", "method": "ωB97M-V/def2-TZVPD", "species": ["S", "F", "O", "O", "O", "O", "O", "O", "N", "N", "N", "C", "C", "C", "C", "C", "C", "C", "C", "C", "C", "C", "C", "C", "C", "C", "C", "C", "H", "H", "H", "H", "H", "H", "H", "H", "H", "H", "H", "H", "H", "H", "H", "H", "H", "H", "H", "H", "H", "H", "H", "H", "H", "H", "H", "H", "H", "H"], "positions_angstrom": [[-2.5160, 0.7294, 4.6876], [-2.1553, -2.9292, -0.7652], [-1.7180, 0.1180, 5.6998], [-3.8079, 1.2716, 4.9718], [-0.1473, 0.5072, -4.0147], [-3.6052, -3.2035, 2.3340], [-1.6150, 1.9038, 4.0887], [-1.6165, 0.2070, 0.5373], [-1.2976, -1.7028, 1.6918], [-2.7516, -5.0331, 1.3171], [-0.2709, -0.8990, -2.2812], [0.0331, -1.9171, -1.2886], [-1.2763, -3.1505, 1.7910], [1.4775, 2.5712, 0.7982], [-1.4922, -1.0052, 0.5420], [0.4260, -0.2290, -3.2322], [2.5312, 0.9467, -2.5993], [1.9314, -0.3535, -3.1722], [2.6826, 3.6358, -1.1102], [1.6706, 2.5599, -0.7197], [-1.2674, -0.9065, 2.9204], [-2.6435, -0.3838, 3.3235], [0.3187, 2.8460, -1.3801], [2.1591, 1.1545, -1.1178], [4.0425, 0.9483, -2.8056], [-1.4250, -1.7489, -0.7898], [-2.6697, -3.7817, 1.8209], [-1.7038, -0.8770, -2.0229], [-2.1041, 0.1118, -1.8122], [-3.1131, 0.1599, 2.5060], [1.3524, 0.4747, -0.8340], [-0.4205, 2.1034, -1.0690], [-3.3018, -1.1874, 3.6492], [-0.6551, -3.5850, 1.0080], [0.3784, 2.8331, -2.4694], [1.1163, 3.5458, 1.1342], [0.7399, 1.8214, 1.0963], [0.2140, -2.9151, -1.6984], [4.4934, 1.8601, -2.4140], [-0.8083, -3.3975, 2.7447], [2.8217, 3.6856, -2.1921], [4.2963, 0.8695, -3.8642], [2.2483, -1.2134, -2.5759], [4.4988, 0.1023, -2.2837], [2.4172, 2.3626, 1.3159], [-0.0472, 3.8302, -1.0778], [-0.8618, -1.5308, 3.7131], [-2.3079, -1.3951, -2.7693], [-3.6489, -5.4879, 1.3254], [-2.0278, -5.4117, 0.7347], [2.0989, 1.7571, -3.1915], [3.6548, 3.4491, -0.6467], [-2.1909, 2.5923, 3.7252], [-0.5949, -0.0656, 2.7559], [2.2872, -0.4919, -4.1940], [3.0244, 0.8912, -0.4977], [0.8114, -1.6631, -0.5663], [2.3353, 4.6163, -0.7770]], "forces_ev_per_angstrom": [[0.0, 0.0, 0.1], [0.0, 0.1, 0.0], [0.0, 0.0, 0.0], [0.0, 0.0, 0.0], [0.0, -0.1, -0.1], [0.0, 0.0, 0.0], [0.0, 0.0, 0.0], [0.1, 0.0, 0.0], [-0.2, 0.0, 0.1], [0.1, -0.1, 0.1], [0.0, -0.1, -0.2], [0.0, 0.0, 0.1], [0.1, 0.1, 0.0], [0.0, 0.0, 0.0], [-0.1, 0.0, 0.0], [0.0, 0.1, 0.2], [0.0, 0.0, 0.0], [0.0, 0.1, 0.0], [0.0, 0.0, 0.0], [0.0, 0.0, 0.0], [0.0, 0.0, -0.1], [0.0, 0.0, 0.0], [0.0, 0.0, 0.0], [0.0, 0.0, 0.0], [0.0, 0.0, 0.0], [0.0, -0.2, -0.1], [-0.1, 0.2, 0.1], [0.0, 0.1, 0.2], [0.0, 0.0, 0.0], [0.0, 0.0, 0.0], [0.0, -0.1, 0.0], [0.0, 0.0, 0.0], [0.0, 0.0, 0.0], [0.0, 0.0, 0.0], [0.0, 0.0, 0.0], [0.0, 0.0, 0.0], [0.0, 0.0, 0.0], [0.0, 0.0, 0.0], [0.0, 0.0, 0.0], [0.0, -0.1, 0.0], [0.0, 0.0, 0.0], [0.0, 0.0, 0.0], [0.0, 0.0, 0.0], [0.0, 0.0, 0.0], [0.0, 0.0, 0.0], [0.0, 0.0, 0.0], [0.0, 0.0, 0.0], [0.0, 0.0, 0.0], [0.0, 0.0, 0.0], [0.0, 0.0, 0.0], [0.0, 0.0, 0.0], [0.0, 0.0, 0.0], [0.0, 0.0, 0.0], [0.0, 0.0, 0.0], [0.0, 0.0, 0.0], [0.0, 0.0, 0.0], [0.0, 0.0, 0.0], [0.0, 0.0, 0.0]], "gap_ev": 9.886, "smiles": "C[C@@H](CC(=O)N1CC(F)(C(=O)N(CCS(=O)(=O)O)CC(N)=O)C1)CC(C)(C)C"}



4.
{"formula": "C17H30FN3O6S", "method": "ωB97M-V/def2-TZVPD", "species": ["S", "F", "O", "O", "O", "O", "O", "O", "N", "N", "N", "C", "C", "C", "C", "C", "C", "C", "C", "C", "C", "C", "C", "C", "C", "C", "C", "C", "H", "H", "H", "H", "H", "H", "H", "H", "H", "H", "H", "H", "H", "H", "H", "H", "H", "H", "H", "H", "H", "H", "H", "H", "H", "H", "H", "H", "H", "H"], "positions_angstrom": [[-0.2970, 3.7996, -3.5539], [-0.2625, -1.8869, 0.0884], [-1.6479, 4.2347, -3.6986], [0.9644, 1.3195, -0.5294], [4.7163, -1.4574, -1.1769], [-0.0188, -1.1407, -3.3687], [0.2213, 4.4958, -2.2211], [0.6717, 4.0025, -4.5839], [-0.9560, 0.4861, -1.3469], [-1.6906, -2.6461, -3.1386], [2.8128, -1.2482, -0.0311], [0.2349, 0.3549, -0.7030], [4.4053, 2.6510, -1.2642], [4.3371, 1.9661, 0.1133], [5.4544, 0.9509, 0.4292], [1.8753, -1.5753, -1.0939], [0.7511, -0.9890, -0.2044], [6.4637, 1.5159, 1.4246], [4.1493, -1.0878, -0.1614], [4.8818, -0.3759, 0.9521], [-1.1938, 1.8187, -1.9035], [-0.2937, 2.0879, -3.1091], [-1.7757, -0.6086, -1.8225], [4.1583, 1.6277, -2.3744], [1.7882, -0.8414, 0.9277], [-1.0564, -1.4881, -2.8435], [5.7534, 3.3396, -1.4770], [3.2928, 3.7039, -1.3164], [0.7413, 1.8248, -2.8952], [1.7398, -2.6456, -1.2630], [6.5771, 2.6234, -1.4729], [3.1782, 1.1599, -2.2430], [2.0662, -1.0717, -2.0385], [6.8851, 2.4547, 1.0626], [7.2863, 0.8192, 1.5959], [-2.1477, -1.2163, -1.0008], [3.4535, 4.4899, -0.5751], [1.6219, -1.5731, 1.7211], [-2.2423, 1.8983, -2.1812], [5.7704, 3.8537, -2.4406], [4.9046, 0.8319, -2.3766], [1.1877, 4.4108, -2.1532], [2.3304, 3.2287, -1.1057], [-1.2558, -3.2751, -3.7922], [4.1760, 2.1125, -3.3537], [5.9423, 4.0814, -0.6966], [3.3570, 1.4842, 0.1736], [4.3402, 2.7444, 0.8858], [4.2379, -0.1971, 1.8175], [-2.4744, -2.9711, -2.6021], [3.2751, 4.1754, -2.3064], [-0.9920, 2.5533, -1.1274], [5.9861, 0.7045, -0.4931], [5.9845, 1.7174, 2.3867], [5.6978, -1.0293, 1.2675], [1.8869, 0.1646, 1.3288], [-2.6440, -0.1753, -2.3202], [-0.6072, 1.5459, -4.0012]], "forces_ev_per_angstrom": [[0.0, 0.0, 0.0], [0.0, 0.0, 0.0], [0.0, 0.0, 0.0], [0.0, 0.0, 0.0], [0.0, 0.0, 0.0], [0.0, 0.0, 0.0], [0.0, 0.0, 0.0], [0.0, 0.0, 0.0], [0.0, 0.0, 0.0], [0.0, 0.0, 0.0], [0.0, -0.1, 0.0], [0.0, 0.0, 0.0], [0.0, 0.0, 0.0], [0.0, 0.0, 0.0], [0.0, 0.0, 0.0], [0.0, 0.0, 0.0], [0.0, 0.0, 0.0], [0.0, 0.0, 0.0], [0.0, 0.1, -0.1], [0.0, 0.0, 0.0], [0.0, 0.0, 0.0], [0.0, 0.0, 0.0], [0.1, 0.0, 0.0], [0.0, 0.0, 0.0], [0.0, 0.0, 0.0], [0.0, 0.0, 0.0], [0.0, 0.0, 0.0], [0.0, 0.0, 0.0], [0.0, 0.0, 0.0], [0.0, 0.0, 0.0], [0.0, 0.0, 0.0], [0.0, 0.0, 0.0], [0.0, 0.0, 0.0], [0.0, 0.0, 0.0], [0.0, 0.0, 0.0], [0.0, 0.0, 0.0], [0.0, 0.0, 0.0], [0.0, 0.0, 0.0], [0.0, 0.0, 0.0], [0.0, 0.0, 0.0], [0.0, 0.0, 0.0], [0.0, 0.0, 0.0], [0.0, 0.0, 0.0], [0.0, 0.0, 0.0], [0.0, 0.0, 0.0], [0.0, 0.0, 0.0], [0.0, 0.0, 0.0], [0.0, 0.0, 0.0], [0.0, 0.0, 0.0], [0.0, 0.0, 0.0], [0.0, 0.0, 0.0], [0.0, 0.0, 0.0], [0.0, 0.0, 0.0], [0.0, 0.0, 0.0], [0.0, 0.0, 0.0], [0.0, 0.0, 0.0], [0.0, 0.0, 0.0], [0.0, 0.0, 0.0]], "gap_ev": 9.753, "smiles": "C[C@@H](CC(=O)N1CC(F)(C(=O)N(CCS(=O)(=O)O)CC(N)=O)C1)CC(C)(C)C"}



| no. | lowest unoccupied orbital energy (eV) | calculated total energy (hartree) |
| --- | --- | --- |
| 1 | -2.6 | -9889.47749 |
| 2 | 0.5 | -1546.84572 |
| 3 | 0.2 | -1779.58272 |
| 4 | 0.3 | -1779.59005 |